1.
{
  "formula": "C42H52Br2O2",
  "method": "ωB97M-V/def2-TZVPD",
  "de_lowest_kj_mol": 304.2,
  "max_force_ha_per_bohr": 0.0796,
  "e_homo_ev": -9.190,
  "smiles": "c1ccccc1.c1ccccc1.c1ccccc1.c1ccccc1.c1ccccc1.c1ccccc1.BrCCBr.CCO.CCO",
  "mol_weight_g_mol": 748.68,
  "energy_ha": -6929.92997,
  "elements": ["C", "C", "C", "C", "C", "C", "H", "H", "H", "H", "H", "H", "C", "C", "C", "C", "C", "C", "H", "H", "H", "H", "H", "H", "C", "C", "C", "C", "C", "C", "H", "H", "H", "H", "H", "H", "C", "C", "C", "C", "C", "C", "H", "H", "H", "H", "H", "H", "C", "C", "C", "C", "C", "C", "H", "H", "H", "H", "H", "H", "C", "C", "C", "C", "C", "C", "H", "H", "H", "H", "H", "H", "Br", "C", "C", "Br", "H", "H", "H", "H", "C", "C", "O", "H", "H", "H", "H", "H", "H", "C", "C", "O", "H", "H", "H", "H", "H", "H"],
  "coordinates": [[0.64927, 7.78853, 2.05223], [1.04030, 6.50289, 2.13393], [2.08127, 6.10281, 1.30598], [2.55935, 7.00945, 0.30938], [2.05935, 8.33343, 0.18967], [1.09205, 8.66247, 1.06863], [-0.10836, 8.18155, 2.71398], [0.65476, 5.83155, 2.88697], [2.56343, 5.14055, 1.39525], [3.25232, 6.68424, -0.45248], [2.39347, 9.18499, -0.38444], [0.80402, 9.69693, 1.18410], [-0.83119, 3.96849, -5.39759], [-1.96818, 3.24462, -5.76381], [-2.92136, 2.85203, -4.79348], [-2.78623, 3.25472, -3.48454], [-1.67136, 3.93534, -3.05603], [-0.68553, 4.28166, -4.02064], [0.01114, 4.21862, -6.02554], [-2.16914, 2.89830, -6.76683], [-3.73805, 2.20370, -5.07472], [-3.48353, 3.13332, -2.66881], [-1.46743, 4.05699, -2.00246], [0.23247, 4.77151, -3.73129], [7.33183, 3.09251, -6.80695], [6.82686, 1.90909, -6.33977], [5.76011, 1.88970, -5.41692], [5.24129, 3.12624, -4.96568], [5.81247, 4.28302, -5.46647], [6.86651, 4.28494, -6.35688], [8.13888, 3.05305, -7.52353], [7.27984, 0.95512, -6.56596], [5.22732, 1.05753, -4.98102], [4.37913, 3.23697, -4.32473], [5.31815, 5.23605, -5.34912], [7.25491, 5.22183, -6.72811], [-9.58685, 2.80036, 3.59727], [-8.38085, 2.15611, 3.91037], [-7.13248, 2.69503, 3.76618], [-7.10953, 3.91992, 3.13373], [-8.26922, 4.53643, 2.65895], [-9.52437, 4.02873, 2.97822], [-10.41632, 2.10977, 3.63536], [-8.38851, 1.23244, 4.46997], [-6.26908, 2.13054, 4.08607], [-6.22123, 4.52924, 3.05591], [-8.19699, 5.43152, 2.05896], [-10.35529, 4.65770, 2.69472], [-2.04131, -5.32134, -3.79787], [-2.84538, -4.50600, -4.59451], [-3.75097, -3.55029, -4.02715], [-3.71089, -3.38126, -2.69202], [-3.03705, -4.30169, -1.89478], [-2.19536, -5.24980, -2.43967], [-1.51838, -6.14439, -4.26212], [-2.74066, -4.51272, -5.66940], [-4.22521, -2.94217, -4.78325], [-4.30239, -2.56676, -2.30072], [-3.01468, -4.26601, -0.81561], [-1.54758, -5.85343, -1.82129], [2.60777, -7.32422, 1.50879], [2.12935, -8.31830, 2.39502], [2.48202, -9.63781, 2.19480], [3.08680, -10.03426, 0.97713], [3.49615, -9.13222, 0.11964], [3.34008, -7.77546, 0.38571], [2.19831, -6.32527, 1.47981], [1.43104, -8.04739, 3.17309], [2.27579, -10.46099, 2.86281], [3.32739, -11.04393, 0.67865], [3.83560, -9.45757, -0.85263], [3.37687, -7.08329, -0.44252], [-1.90761, 0.26535, 1.02671], [-0.00391, -0.34412, 0.80794], [0.41749, -0.37755, -0.65076], [2.09513, -1.32045, -0.75127], [0.06131, -1.37377, 1.15959], [0.62099, 0.35350, 1.36553], [0.52361, 0.61635, -1.08548], [-0.30965, -0.83603, -1.32097], [6.25952, -2.98267, 4.21141], [5.59150, -1.64182, 3.88821], [6.56945, -0.68926, 4.15044], [7.17728, -3.03015, 3.62527], [5.61496, -3.77267, 3.82600], [6.41087, -3.18201, 5.27229], [4.75317, -1.45541, 4.55943], [5.25701, -1.75203, 2.85667], [7.27018, -0.87224, 3.52028], [-4.00631, -3.06649, 6.43863], [-2.44942, -3.20433, 6.63561], [-2.01607, -3.79701, 5.42365], [-4.47149, -3.98004, 6.06833], [-4.20240, -2.21617, 5.78547], [-4.53674, -2.81144, 7.35607], [-2.12019, -3.90242, 7.40527], [-2.00089, -2.22915, 6.82519], [-2.40446, -4.67388, 5.38050]],
  "mulliken_charge": [-0.270, -0.448, -0.369, -0.418, -0.287, -0.314, 0.319, 0.392, 0.384, 0.360, 0.352, 0.303, -0.566, -0.198, -0.496, -0.204, -0.540, -0.217, 0.368, 0.344, 0.370, 0.347, 0.421, 0.371, -0.226, -0.466, -0.324, -0.411, -0.256, -0.383, 0.340, 0.330, 0.355, 0.390, 0.295, 0.357, -0.549, -0.080, -0.595, -0.202, -0.423, -0.173, 0.297, 0.300, 0.390, 0.329, 0.356, 0.351, -0.556, -0.123, -0.519, -0.276, -0.483, -0.195, 0.344, 0.334, 0.346, 0.388, 0.364, 0.376, -0.402, -0.349, -0.381, -0.305, -0.177, -0.453, 0.421, 0.364, 0.337, 0.333, 0.338, 0.274, -0.187, -0.635, -0.534, -0.139, 0.393, 0.384, 0.359, 0.355, -0.922, -0.228, -0.500, 0.322, 0.277, 0.247, 0.284, 0.204, 0.316, -0.894, -0.238, -0.500, 0.328, 0.213, 0.309, 0.240, 0.252, 0.291]
}

=====

2.
{
  "formula": "C42H52F3Ge2N7O2S3Ti",
  "method": "ωB97M-V/def2-TZVPD",
  "de_lowest_kj_mol": 103.9,
  "max_force_ha_per_bohr": 0.0309,
  "e_homo_ev": [-12.805, -12.805],
  "charge": 2,
  "mol_weight_g_mol": 1033.21,
  "energy_ha": -8662.44982,
  "elements": ["Ti", "C", "C", "N", "C", "S", "N", "N", "C", "C", "C", "C", "C", "C", "C", "N", "H", "H", "H", "H", "H", "H", "H", "H", "H", "H", "H", "H", "H", "O", "C", "C", "C", "C", "C", "C", "C", "O", "N", "N", "C", "S", "C", "C", "S", "H", "H", "H", "H", "H", "H", "H", "H", "H", "C", "C", "Ge", "C", "C", "C", "C", "Ge", "C", "C", "C", "C", "C", "C", "C", "C", "C", "C", "H", "H", "H", "H", "H", "H", "H", "H", "H", "H", "H", "H", "H", "H", "H", "H", "H", "H", "H", "H", "H", "H", "H", "H", "H", "H", "F", "C", "F", "F", "C", "C", "C", "N", "C", "C", "H", "H", "H", "H"],
  "coordinates": [[0.24838, 0.53395, 0.06461], [-4.67913, 3.31225, 2.34629], [-3.69262, 2.37311, 3.01809], [-2.30477, 2.77994, 2.83582], [-1.53543, 2.52449, 1.77480], [-2.14875, 1.48412, 0.51844], [-0.34382, 3.09204, 1.73155], [0.33001, 2.64187, 0.63922], [1.20626, 3.41508, 0.10193], [1.54747, 4.76637, 0.63092], [1.68147, 2.91714, -1.20649], [2.50829, 3.67249, -2.02988], [2.81685, 3.20880, -3.29975], [2.28334, 2.00389, -3.71608], [1.49805, 1.28730, -2.83019], [1.20283, 1.70149, -1.59307], [-5.70012, 2.98390, 2.53683], [-4.52461, 3.33264, 1.26740], [-4.57715, 4.32853, 2.72635], [-3.79042, 1.35513, 2.63853], [-3.86282, 2.32925, 4.09409], [-1.91938, 3.46710, 3.46845], [0.66476, 5.19371, 1.10478], [1.91042, 5.44102, -0.13664], [2.31242, 4.68313, 1.40672], [2.89900, 4.61657, -1.68704], [3.45242, 3.79098, -3.95183], [2.46973, 1.60618, -4.70271], [1.06961, 0.34017, -3.13067], [-2.26973, -3.11644, -0.78308], [-2.86791, -3.10065, 0.43706], [-3.97242, -3.93991, 0.57735], [-4.65984, -3.99577, 1.77174], [-4.25625, -3.21861, 2.85575], [-3.17004, -2.38611, 2.71846], [-2.45893, -2.29898, 1.50982], [-1.33823, -1.35646, 1.45506], [-0.84914, -1.02408, 0.25617], [-0.80869, -0.85825, 2.51396], [0.18613, 0.07734, 2.20105], [0.64206, 0.59910, 3.31148], [1.88933, 1.80655, 3.35931], [2.25202, 1.58878, 5.12471], [0.93331, 1.31645, 5.81547], [0.02973, 0.07740, 4.84645], [-1.43564, -2.62807, -0.75223], [-4.25897, -4.54879, -0.26827], [-5.51188, -4.65459, 1.86413], [-4.79143, -3.26646, 3.79232], [-2.84739, -1.76833, 3.54428], [2.71321, 2.51086, 5.47565], [2.95261, 0.76376, 5.25327], [0.33186, 2.22179, 5.89374], [1.08676, 0.90459, 6.81156], [3.20607, -1.92202, -3.52703], [3.04575, -1.37957, -2.10978], [1.21692, -1.54491, -1.34601], [1.18688, -3.23890, -0.29669], [1.55901, -4.42721, -1.18951], [-0.00020, -1.94021, -2.84845], [-1.20964, -1.50797, -3.20680], [-2.27260, -0.12913, -2.34271], [-1.96558, 1.69744, -2.98332], [-3.18002, 2.16421, -3.80658], [-3.96186, -0.45931, -1.44774], [-4.90504, -1.43666, -2.15616], [-1.95984, -2.01375, -4.39418], [-1.65815, -3.21674, -5.03990], [-2.38781, -3.62122, -6.14186], [-3.43746, -2.84323, -6.62157], [-3.75876, -1.65760, -5.98582], [-3.02025, -1.25631, -4.88155], [4.24599, -1.88365, -3.85065], [2.61977, -1.34515, -4.24591], [2.88095, -2.95840, -3.61325], [3.36878, -0.33697, -2.08200], [3.70773, -1.91376, -1.42128], [0.20966, -3.40780, 0.15768], [1.89531, -3.18982, 0.52861], [0.85662, -4.55112, -2.01463], [1.54950, -5.35840, -0.62238], [2.55884, -4.31969, -1.61193], [0.41843, -2.68014, -3.52848], [-1.05203, 1.73558, -3.57395], [-1.84932, 2.34919, -2.11714], [-3.21073, 1.71246, -4.79794], [-3.11150, 3.24210, -3.94685], [-4.12811, 1.97088, -3.30347], [-4.41987, 0.51757, -1.28228], [-3.71550, -0.85087, -0.45765], [-5.32718, -1.01273, -3.06715], [-5.72986, -1.67353, -1.48617], [-4.40139, -2.36784, -2.41184], [-0.87122, -3.85979, -4.67272], [-2.14578, -4.55677, -6.62647], [-4.00484, -3.16952, -7.48181], [-4.57496, -1.04594, -6.34313], [-3.30782, -0.30459, -4.41574], [6.96088, -1.69373, 1.42174], [6.42419, -0.69566, 2.13026], [7.23817, 0.35803, 2.05369], [6.35781, -1.08404, 3.40871], [5.04326, -0.36494, 1.60639], [3.97296, -1.19573, 1.89519], [2.72614, -0.85851, 1.41402], [2.47787, 0.23243, 0.66312], [3.53504, 0.99831, 0.37051], [4.81945, 0.74865, 0.82123], [4.09151, -2.08317, 2.50100], [1.87769, -1.47376, 1.66260], [3.36764, 1.86839, -0.24115], [5.62152, 1.42488, 0.56336]],
  "mulliken_charge": [-1.980, -1.122, -0.321, 0.020, -0.125, -0.078, -1.936, 1.906, 1.187, -1.893, -0.112, -0.799, -1.276, -1.245, -1.271, 1.077, 0.407, 0.243, 0.340, 0.088, 0.466, 0.355, 0.400, 0.523, 0.291, 0.484, 0.483, 0.581, 1.155, -0.656, 0.595, -0.666, -0.593, -0.896, -1.413, 0.483, 0.333, 0.665, -1.157, 1.646, -0.029, 0.123, -0.686, -0.589, 0.001, -0.813, 0.546, 0.446, 0.450, 0.479, 0.474, 0.293, 0.298, 0.467, -1.472, -0.324, 1.740, -0.458, -1.410, -1.560, 2.078, 1.022, 0.281, -1.557, 0.093, -1.704, 0.469, -0.796, -0.857, -0.570, -1.509, 0.095, 0.414, 0.267, 0.328, 0.378, 0.701, 0.227, 0.521, 0.279, 0.442, 0.338, 0.312, 0.354, 0.233, 0.450, 0.447, 0.370, 0.812, 0.192, 0.449, 0.451, 0.308, 0.464, 0.448, 0.426, 0.483, 0.421, -0.237, 0.711, -0.266, -0.248, 0.065, -1.586, -0.673, 2.166, -0.493, -1.200, 0.630, 0.603, 0.132, 0.672]
}